1.
This record from the OMol25 dataset describes the molecule C2HClN4O. The level of theory is wB97M-V/def2-TZVPD.

Structure (XYZ):
```
9
Properties=species:S:1:pos:R:3:forces:R:3
N 0.35629 -1.65019 -0.05970 -0.2 -1.7 1.0
Cl 2.63946 -0.55735 -0.01881 1.2 0.6 -0.1
C 0.98293 -0.51422 -0.03648 -3.5 0.7 -0.5
N -1.73549 -0.79970 -0.10121 -3.7 -1.1 1.2
H -0.40160 2.50584 0.34816 3.5 -2.9 -2.4
N -0.97268 -1.78700 -0.01785 2.1 -2.7 -1.4
O 0.44426 1.88241 -0.13318 -3.8 0.1 2.8
N -1.35210 0.37593 0.05508 5.1 3.0 -1.1
C 0.03894 0.54427 -0.03601 -0.7 3.8 0.4
```
Forces are in eV/Å.

Computed properties:
Orbital gap in Ha: 0.3505
F_max in eV/A: 6.0
Net charge: 0
SMILES: Oc1nnnnc1Cl

Taken from the Löwdin analysis, the atomic charges in e are:
1 N 0.030
2 Cl 0.807
3 C -0.751
4 N -0.081
5 H 0.245
6 N -0.020
7 O -0.028
8 N 0.088
9 C -0.290



2.
This record from the OMol25 dataset describes a cluster of 2 separate species, C2H7OS in total. The level of theory is wB97M-V/def2-TZVPD.

Structure (XYZ):
```
11
Properties=species:S:1:pos:R:3:forces:R:3
S 1.80679 2.01769 2.68789 -0.1 -0.2 -0.3
H 0.33169 1.38081 0.50116 0.2 0.2 -0.1
H -1.91410 -0.22383 -1.25704 0.1 -0.8 0.0
H -0.52827 -0.52944 0.85420 -0.1 -0.1 0.1
C -0.13469 -0.37640 -0.15399 -0.5 0.6 0.8
H 0.83047 -0.86692 -0.13537 0.5 -0.1 -0.4
H -1.45148 -1.93570 -0.78090 -0.2 -0.1 -0.3
O -0.01815 1.03346 -0.34366 0.1 -0.6 -0.1
H -0.62509 -1.06364 -2.13177 -0.1 -0.2 -0.1
C -1.10426 -0.97768 -1.15842 0.2 1.2 0.1
H 2.80710 1.54164 1.91790 -0.1 0.1 0.1
```
Forces are in eV/Å.

Computed properties:
Orbital gap in Ha: 0.2404
F_max in eV/A: 1.3
Net charge: -1

Taken from the Löwdin analysis, the atomic charges in e are:
1 S -0.318
2 H -0.018
3 H 0.079
4 H 0.101
5 C -0.356
6 H 0.099
7 H 0.060
8 O -0.131
9 H 0.059
10 C -0.104
11 H -0.471



ΔE to the lowest compared entry with this formula, charge and spin list, top to bottom, in eV: 1.159; 0.257